DFT (the ωB97M-V functional and the def2-TZVPD basis) results for a molecular structure, C34H26CuF5N10O2S in a non-equilibrium geometry.

Values from the calculation:
LUMO (alpha / beta) = -2.3 / -4.1 eV
ΔE to the lowest compared entry with this formula, charge and spin = 10.3 kJ/mol
<S²> = 0.754
HOMO level (alpha / beta) = -0.3867 / -0.3857 hartree
E_tot = -123733.3054 eV

```
! RIJCOSX wB97M-V def2-TZVPD def2/J DEFGRID3
* xyz 1 2
Cu -2.09324 -0.31521 0.43027
F -5.48397 -6.16017 -1.20500
C -5.17417 -4.87794 -1.08095
C -4.30347 -4.46359 -0.08839
F -3.75907 -5.35350 0.74288
C -3.99759 -3.12301 0.04254
F -3.16286 -2.76350 1.03857
C -4.51539 -2.14800 -0.80536
S -4.17561 -0.44533 -0.64784
C -5.37573 -2.60006 -1.80807
F -5.89595 -1.72369 -2.66360
C -5.71241 -3.93490 -1.94316
F -6.54354 -4.32019 -2.90322
C -0.56875 5.01466 1.35700
N -1.12305 3.84436 0.69410
C -1.57220 2.70752 1.23095
N -1.81428 1.83163 0.26940
C -1.49037 2.50890 -0.86556
N -1.07347 3.72914 -0.64355
C 0.91448 4.84027 1.63829
C 1.47992 5.26336 2.83427
C 2.84198 5.10171 3.05923
C 3.64685 4.48619 2.11590
C 3.07866 4.04303 0.92502
C 1.72378 4.24066 0.68359
C 3.86474 3.35746 -0.09178
N 5.11669 3.47681 -0.38500
N 5.36407 2.63150 -1.43426
C 4.24423 2.05131 -1.72453
O 3.24656 2.46175 -0.90572
C 4.00174 1.02954 -2.73283
C 4.86343 0.90703 -3.81844
C 4.64368 -0.09551 -4.74591
C 3.59337 -0.98712 -4.58310
C 2.73596 -0.87802 -3.49472
C 1.66846 -1.93876 -3.29299
N 0.43023 -1.45705 -2.70539
C 0.14918 -1.24471 -1.42130
N -1.09545 -0.80244 -1.31302
C -1.53693 -0.75616 -2.60466
N -0.63097 -1.13924 -3.46693
C 2.93390 0.14746 -2.58236
H -1.11734 5.18667 2.28130
H -0.73297 5.85969 0.69004
H -1.75018 2.55099 2.28159
H -1.58246 2.09365 -1.85503
H 0.86213 5.73496 3.58980
H 3.27587 5.45266 3.98607
H 4.70415 4.33750 2.28964
H 1.30949 3.93698 -0.26741
H 5.68768 1.59966 -3.91888
H 5.29348 -0.18448 -5.60591
H 3.44651 -1.77992 -5.30692
H 2.05739 -2.72436 -2.64277
H 1.40521 -2.38359 -4.24905
H 0.83304 -1.42151 -0.60960
H -2.52358 -0.43221 -2.88725
H 2.27530 0.27418 -1.73280
N 0.67618 -0.89786 3.42706
C -0.34617 -0.32930 2.75954
N -0.78114 -1.07651 1.77319
C -0.01201 -2.23752 1.80462
C -0.08040 -3.40801 1.04828
C 0.83400 -4.40229 1.32756
C 1.79703 -4.25586 2.33714
C 1.85356 -3.12208 3.11968
C 0.92400 -2.12651 2.84324
H 1.14348 -0.51486 4.23118
H -0.75951 0.63055 3.02162
H -0.84237 -3.53027 0.29035
H 0.80162 -5.32703 0.76714
H 2.49813 -5.05866 2.51993
H 2.57648 -3.01322 3.91735
C -3.85639 -0.50943 3.22613
O -3.31835 0.37900 2.23526
H -4.43835 -1.30894 2.76720
H -4.48186 0.04241 3.92802
H -3.01531 -0.94379 3.76142
H -4.05973 0.76315 1.74689
*
```

Results of the Mulliken charge analysis, in e, for atoms 1 through 8:
1 Cu 0.19
2 F -0.28
3 C 0.61
4 C -0.17
5 F -0.30
6 C -0.34
7 F -0.28
8 C 0.82